# 1
DFT (ωB97M-V with the def2-TZVPD basis set) results for a 17-piece molecular cluster, C51H136O17 overall at a distorted geometry.

Geometry (Å):
C1 7.104 -7.895 10.810
C2 6.548 -7.459 12.135
C3 7.386 -6.481 12.971
O1 5.228 -6.914 11.940
H1 7.399 -7.089 10.135
H2 6.383 -8.518 10.282
H3 7.998 -8.513 10.897
H4 6.472 -8.365 12.744
H5 7.048 -6.318 13.994
H6 7.447 -5.522 12.456
H7 8.387 -6.915 12.981
H8 4.962 -6.721 12.844
C4 8.288 -16.923 10.848
C5 8.943 -18.250 11.250
C6 9.179 -19.245 10.098
O2 10.251 -17.945 11.729
H9 7.246 -17.083 10.564
H10 8.768 -16.601 9.921
H11 8.519 -16.137 11.565
H12 8.408 -18.771 12.049
H13 9.633 -18.797 9.215
H14 8.239 -19.736 9.834
H15 9.780 -20.103 10.399
H16 10.196 -17.278 12.424
C7 2.318 -17.118 12.313
C8 3.514 -17.169 11.369
C9 4.314 -18.502 11.504
O3 3.132 -17.110 10.011
H17 1.804 -16.162 12.217
H18 2.583 -17.287 13.358
H19 1.657 -17.954 12.078
H20 4.217 -16.346 11.522
H21 3.656 -19.363 11.380
H22 4.833 -18.520 12.463
H23 5.074 -18.667 10.739
H24 2.745 -16.234 9.887
C10 5.863 -15.868 13.977
C11 6.149 -16.532 15.367
C12 5.686 -17.982 15.291
O4 7.547 -16.543 15.476
H25 4.821 -15.814 13.658
H26 6.392 -16.426 13.203
H27 6.190 -14.827 13.995
H28 5.661 -15.897 16.108
H29 5.701 -18.464 16.271
H30 6.243 -18.529 14.533
H31 4.624 -18.081 15.058
H32 7.803 -16.976 16.296
C13 9.703 -14.103 14.094
C14 10.887 -15.085 14.103
C15 11.866 -15.089 15.312
O5 10.272 -16.350 14.001
H33 9.154 -14.194 15.033
H34 9.013 -14.321 13.281
H35 10.138 -13.103 14.047
H36 11.467 -14.866 13.205
H37 11.351 -15.038 16.271
H38 12.580 -14.264 15.270
H39 12.499 -15.973 15.238
H40 9.606 -16.409 14.694
C16 2.901 -13.074 13.625
C17 2.190 -13.053 14.951
C18 2.499 -14.322 15.752
O6 2.522 -11.902 15.681
H41 3.984 -13.042 13.758
H42 2.633 -12.182 13.058
H43 2.704 -13.984 13.056
H44 1.110 -13.022 14.799
H45 2.093 -15.247 15.343
H46 2.125 -14.213 16.771
H47 3.586 -14.394 15.829
H48 3.435 -11.945 15.996
C19 10.512 -13.720 10.423
C20 11.822 -13.516 9.629
C21 12.785 -14.651 9.863
O7 11.510 -13.479 8.244
H49 9.996 -14.637 10.133
H50 9.793 -12.938 10.169
H51 10.589 -13.800 11.508
H52 12.236 -12.580 10.014
H53 12.382 -15.600 9.510
H54 13.081 -14.712 10.911
H55 13.699 -14.510 9.284
H56 10.815 -12.818 8.108
C22 0.044 -14.659 9.802
C23 1.165 -13.814 9.302
C24 1.002 -12.343 9.691
O8 2.370 -14.278 9.837
H57 0.063 -14.984 10.841
H58 0.039 -15.541 9.158
H59 -0.910 -14.169 9.603
H60 1.200 -13.836 8.210
H61 1.005 -12.233 10.777
H62 0.032 -12.011 9.318
H63 1.825 -11.743 9.303
H64 3.078 -13.643 9.669
C25 -0.112 -11.977 5.803
C26 1.065 -11.022 5.975
C27 0.806 -9.835 6.925
O9 2.179 -11.733 6.478
H65 0.150 -12.982 5.473
H66 -0.888 -11.573 5.152
H67 -0.618 -12.128 6.760
H68 1.324 -10.625 4.989
H69 1.705 -9.230 7.039
H70 0.390 -10.085 7.901
H71 0.071 -9.137 6.516
H72 2.790 -11.154 6.950
C28 5.767 -11.473 11.194
C29 5.881 -12.477 10.051
C30 6.171 -13.833 10.615
O10 4.608 -12.520 9.399
H73 5.478 -10.500 10.793
H74 6.714 -11.352 11.723
H75 5.000 -11.740 11.922
H76 6.708 -12.196 9.395
H77 7.152 -13.801 11.091
H78 6.132 -14.621 9.862
H79 5.392 -14.070 11.342
H80 4.679 -11.952 8.624
C31 7.469 -12.416 16.842
C32 6.359 -11.500 16.371
C33 6.183 -11.535 14.866
O11 5.120 -11.974 16.847
H81 7.321 -13.421 16.443
H82 7.452 -12.542 17.927
H83 8.452 -12.027 16.575
H84 6.556 -10.513 16.797
H85 5.983 -12.565 14.567
H86 7.070 -11.248 14.298
H87 5.353 -10.986 14.419
H88 5.150 -11.904 17.806
C34 6.452 -18.896 6.772
C35 5.758 -18.057 7.837
C36 5.930 -16.548 7.717
O12 4.372 -18.350 7.817
H89 6.299 -18.393 5.816
H90 6.023 -19.893 6.674
H91 7.507 -18.978 7.030
H92 6.149 -18.360 8.813
H93 6.940 -16.216 7.959
H94 5.247 -16.162 8.477
H95 5.578 -16.113 6.782
H96 4.016 -17.910 8.600
C37 10.975 -10.021 7.045
C38 10.048 -10.315 8.226
C39 8.831 -9.411 8.249
O13 9.536 -11.647 7.963
H97 11.654 -10.868 6.956
H98 11.595 -9.160 7.304
H99 10.420 -9.794 6.136
H100 10.553 -10.337 9.190
H101 8.393 -9.162 7.282
H102 9.094 -8.466 8.728
H103 8.020 -9.881 8.808
H104 8.944 -11.561 7.207
C40 5.245 -10.110 5.643
C41 5.170 -9.494 7.008
C42 4.980 -7.986 7.013
O14 4.083 -10.061 7.666
H105 5.265 -11.194 5.746
H106 6.133 -9.774 5.107
H107 4.371 -9.889 5.028
H108 6.078 -9.733 7.570
H109 4.923 -7.551 8.010
H110 4.129 -7.647 6.421
H111 5.835 -7.524 6.514
H112 4.047 -9.581 8.505
C43 11.521 -9.094 11.603
C44 10.631 -9.350 12.774
C45 9.702 -10.555 12.568
O15 11.376 -9.570 13.968
H113 12.332 -8.405 11.835
H114 10.934 -8.690 10.777
H115 11.962 -10.036 11.270
H116 9.972 -8.503 12.968
H117 9.064 -10.457 11.688
H118 9.086 -10.778 13.438
H119 10.369 -11.411 12.443
H120 11.952 -10.326 13.819
C46 2.159 -8.972 11.786
C47 2.481 -8.609 10.332
C48 2.043 -7.213 9.909
O16 3.899 -8.697 10.150
H121 1.188 -9.438 11.965
H122 2.366 -8.195 12.520
H123 2.780 -9.856 11.950
H124 1.979 -9.380 9.747
H125 2.005 -7.160 8.820
H126 2.715 -6.416 10.230
H127 1.070 -6.980 10.342
H128 4.304 -7.994 10.676
C49 7.807 -14.027 4.165
C50 7.303 -12.914 5.098
C51 7.184 -13.423 6.501
O17 8.207 -11.809 5.212
H129 7.081 -14.838 4.112
H130 8.773 -14.422 4.481
H131 7.978 -13.702 3.137
H132 6.327 -12.552 4.774
H133 6.973 -12.571 7.150
H134 8.123 -13.797 6.911
H135 6.412 -14.187 6.569
H136 8.182 -11.219 4.455

## Properties
ΔE to the lowest compared entry with this formula, charge and spin = 0.000 eV
Maximum force = 2.87 eV Å⁻¹
DFT total energy = -3303.79059 hartree
E_HOMO = -9.17 eV

***

# 2
DFT (ωB97M-V with the def2-TZVPD basis set) results for a 2-piece molecular cluster, C4H6N2 overall.

Geometry (Å):
C1 -2.669 -0.849 0.001
C2 -1.208 -0.916 0.023
C3 -0.005 -0.982 0.045
N1 3.059 0.110 -0.020
N2 2.449 1.187 0.113
C4 1.918 2.198 0.431
H1 -3.014 0.118 -0.381
H2 -3.086 -1.632 -0.640
H3 -3.080 -0.981 1.007
H4 1.068 -1.031 0.071
H5 3.617 0.153 -0.875
H6 0.951 2.625 0.226

## Properties
ΔE to the lowest compared entry with this formula, charge and spin = 5.143 eV
Maximum force = 0.70 eV Å⁻¹
DFT total energy = -265.34657 hartree
E_HOMO = -9.18 eV